Record 1
Molecular formula: C3H4F3N
Method: DFT, ωB97M-V/def2-TZVPD

Element x y z (Å)
C -0.984 0.284 -0.258
N 0.415 0.476 -0.138
C 1.295 -0.297 0.147
F 0.923 -1.871 0.454
C 2.769 -0.142 0.272
F 3.364 -0.275 -0.935
F 3.063 1.102 0.709
H -1.225 0.309 -1.321
H -1.473 1.132 0.222
H -1.317 -0.660 0.175
H 3.208 -0.879 0.961

- SMILES = C/N=C(\F)C(F)F
- relative energy (zero: lowest compared OMol25 entry of this formula, charge and spin) (kJ/mol) = 83.9
- total charge = 0
- HOMO-LUMO gap (eV) = 11.96
- HOMO (Eh) = -0.4090

Record 2
Molecular formula: C4H4N2O
Method: DFT, ωB97M-V/def2-TZVPD

Element x y z (Å)
O -2.503 0.612 0.622
C -1.341 0.387 0.319
C -0.453 -0.473 1.109
C 0.822 -0.836 0.677
N 1.347 -0.396 -0.458
C 0.538 0.504 -1.130
N -0.711 0.951 -0.783
H -0.843 -0.854 2.054
H 1.432 -1.508 1.282
H 1.171 1.359 -1.469
H 0.540 0.255 -2.223

- relative energy (zero: lowest compared OMol25 entry of this formula, charge and spin) (kJ/mol) = 331.4
- total charge = 0
- HOMO-LUMO gap (spin up / spin down) (eV) = 7.80 / 7.30
- HOMO (spin up / spin down) (Eh) = -0.3650 / -0.3461

Record 3
Molecular formula: C3H15N2O2
Method: DFT, ωB97M-V/def2-TZVPD

Element x y z (Å)
C 0.373 0.008 1.407
N -1.056 0.484 1.591
C 1.377 0.917 0.603
N 1.406 0.586 -0.805
C 2.210 -0.485 -1.300
H 0.913 -0.045 2.429
H 0.304 -0.992 0.903
H -1.370 0.632 2.484
H -1.636 -0.248 1.158
H 0.967 2.001 0.633
H 2.412 0.973 1.015
H 0.396 0.484 -1.038
H -1.078 1.601 -0.557
H 1.971 -1.392 -0.768
H 2.127 -0.621 -2.372
H 3.288 -0.301 -1.100
H -2.222 -1.162 -0.420
H -1.569 -0.836 -2.234
O -1.134 -0.668 -1.434
H -1.239 2.337 -0.798
H -3.571 -1.988 0.209
O -2.869 -1.283 0.395

- relative energy (zero: lowest compared OMol25 entry of this formula, charge and spin) (kJ/mol) = 885.2
- total charge = +1
- HOMO-LUMO gap (eV) = 4.54
- HOMO (Eh) = -0.5106

Record 4
Molecular formula: C18H18F2NO9STi
Method: DFT, ωB97M-V/def2-TZVPD

Element x y z (Å)
Ti 0.457 -0.264 0.154
O -3.284 1.472 0.542
C -2.216 0.904 0.756
O -1.393 0.497 -0.107
C -1.832 0.685 2.257
C -0.464 1.304 2.617
C -0.388 1.469 4.150
C -0.247 0.002 4.587
C -0.175 -0.714 3.221
O 0.458 0.247 2.387
C -1.582 -0.798 2.612
C -1.554 -1.748 1.370
O -2.542 -2.438 1.154
O -0.456 -1.774 0.730
H -2.642 1.124 2.852
H -0.181 2.183 2.033
H -1.274 1.955 4.557
H 0.494 2.049 4.428
H -1.090 -0.350 5.181
H 0.666 -0.160 5.155
H 0.384 -1.653 3.222
H -2.334 -1.180 3.309
C 2.978 -0.219 7.074
C 3.049 -0.589 5.621
C 2.729 -1.882 5.182
C 2.772 -2.203 3.846
C 3.138 -1.244 2.891
C 3.442 0.051 3.320
C 3.409 0.369 4.655
S 3.123 -1.671 1.152
O 2.381 -2.912 1.060
O 4.526 -1.727 0.744
N 2.338 -0.523 0.376
C 3.111 0.576 -0.137
C 2.221 1.836 -0.074
O 2.723 2.957 -0.114
O 0.977 1.587 0.046
H 2.300 -0.884 7.609
H 2.618 0.804 7.192
H 3.961 -0.280 7.551
H 2.449 -2.631 5.915
H 2.525 -3.193 3.495
H 3.705 0.800 2.589
H 3.656 1.372 4.981
H 3.384 0.400 -1.192
H 4.047 0.727 0.420
F 1.006 0.330 -2.473
C 0.428 -0.785 -1.836
F 1.342 -1.803 -2.119
H -0.462 -1.022 -2.451

- relative energy (zero: lowest compared OMol25 entry of this formula, charge and spin) (kJ/mol) = 57.8
- total charge = -2
- spin multiplicity = 2
- HOMO-LUMO gap (spin up / spin down) (eV) = 4.31 / 6.56
- HOMO (spin up / spin down) (Eh) = -0.0042 / -0.0870
- expectation value of S² = 0.7521

Record 5
Molecular formula: C18H41GaOP3S
Method: DFT, ωB97M-V/def2-TZVPD

Element x y z (Å)
Ga -0.168 0.869 0.570
P 1.881 1.313 2.079
P -1.998 2.057 1.431
P 0.700 1.690 -1.329
H -0.452 -3.072 1.346
C 0.256 -3.660 0.762
C 1.520 -3.818 1.168
H 1.865 -3.431 2.136
C 2.070 0.470 3.686
C 1.980 3.094 2.477
C 3.488 0.932 1.291
C -3.492 1.267 0.742
C -2.304 2.127 3.223
C -2.064 3.796 0.862
C 1.950 0.495 -1.827
C 1.493 3.310 -1.316
C -0.656 1.762 -2.514
H -0.117 -4.003 -0.214
H 2.307 -4.200 0.494
H 1.849 -0.597 3.561
H 1.367 0.869 4.432
H 3.095 0.578 4.074
H 1.089 3.404 3.043
H 2.026 3.697 1.558
H 2.871 3.319 3.083
H 3.453 -0.088 0.882
H 4.300 0.977 2.032
H 3.725 1.624 0.468
H -4.358 1.945 0.812
H -3.707 0.346 1.308
H -3.316 1.009 -0.316
H -3.044 2.908 3.463
H -1.366 2.359 3.753
H -2.685 1.156 3.590
H -2.938 4.302 1.304
H -2.149 3.834 -0.236
H -1.154 4.331 1.172
H 1.915 0.433 -2.918
H 1.747 -0.497 -1.400
H 2.942 0.831 -1.487
H 1.686 3.542 -2.371
H 2.438 3.276 -0.763
H 0.838 4.077 -0.881
H -0.197 1.648 -3.498
H -1.150 2.740 -2.423
H -1.385 0.953 -2.357
C -0.719 -2.931 -3.915
C -1.803 -2.759 -4.817
C -1.879 -3.519 -5.997
C -0.914 -4.496 -6.283
C 0.075 -4.756 -5.327
C 0.156 -4.012 -4.153
S -0.479 -1.692 -2.665
H -0.534 -2.230 -1.380
H -2.591 -2.012 -4.639
H -2.681 -3.337 -6.727
H -0.918 -5.037 -7.237
H 0.812 -5.532 -5.492
H 0.923 -4.244 -3.422
C -0.891 -1.100 4.858
O -0.790 -1.130 3.437
H -1.749 -1.692 5.236
H -1.003 -0.039 5.111
H 0.034 -1.485 5.324
H -1.201 -1.969 3.136

- total charge = +3
- HOMO-LUMO gap (spin up / spin down) (eV) = 7.43 / 3.46
- HOMO (spin up / spin down) (Eh) = -0.6358 / -0.5834

Record 6
Molecular formula: C18H21NO5
Method: DFT, ωB97M-V/def2-TZVPD

Element x y z (Å)
C -3.788 -1.542 0.948
C -2.759 -1.281 -0.161
C -3.396 -1.590 -1.530
C -1.586 -2.234 0.003
O -1.698 -3.337 0.457
O -0.385 -1.830 -0.437
C -0.175 -0.496 -0.876
C 1.319 -0.325 -1.007
C 1.855 0.441 -2.037
C 3.226 0.593 -2.175
C 4.086 -0.030 -1.291
C 3.549 -0.811 -0.276
N 4.436 -1.468 0.657
O 3.938 -1.983 1.634
O 5.621 -1.452 0.407
C 2.178 -0.970 -0.129
C -0.901 0.518 0.047
C -0.670 1.977 -0.370
C 0.583 2.630 0.204
C 0.617 2.483 1.719
C 0.623 1.003 2.077
C -0.636 0.314 1.555
C -2.388 0.196 -0.134
O -3.233 1.047 -0.233
H -4.086 -2.586 0.928
H -4.658 -0.909 0.796
H -3.361 -1.326 1.925
H -2.674 -1.488 -2.339
H -3.775 -2.609 -1.533
H -4.219 -0.901 -1.708
H -0.613 -0.378 -1.881
H 1.195 0.926 -2.741
H 3.622 1.196 -2.977
H 5.157 0.069 -1.372
H 1.798 -1.615 0.649
H -1.539 2.543 -0.024
H -0.660 2.041 -1.461
H 0.577 3.686 -0.071
H 1.482 2.182 -0.220
H -0.260 2.965 2.156
H 1.506 2.968 2.123
H 1.515 0.537 1.659
H 0.657 0.875 3.160
H -1.493 0.728 2.094
H -0.590 -0.754 1.782

- SMILES = CC1(C)C(=O)O[C@H](c2cccc([N+](=O)[O-])c2)C2(CCCCC2)C1=O
- relative energy (zero: lowest compared OMol25 entry of this formula, charge and spin) (kJ/mol) = 302.9
- total charge = 0
- HOMO-LUMO gap (eV) = 9.19
- HOMO (Eh) = -0.3620

Record 7
Molecular formula: C4H15NO3
Method: DFT, ωB97M-V/def2-TZVPD

Element x y z (Å)
C 0.305 -0.846 -2.055
C -0.811 -0.647 -1.069
C -0.623 -0.641 0.249
C -1.686 -0.371 1.274
N 0.623 -0.978 0.842
H -0.106 -0.818 -3.070
H 1.029 -0.051 -1.921
H 0.702 -1.850 -2.042
H -1.831 -0.525 -1.371
H -2.002 -1.275 1.796
H -2.562 0.058 0.796
H -1.430 0.420 1.915
H 1.420 -0.702 0.295
H 0.689 -0.664 1.798
O 0.899 3.405 -2.963
H 0.024 3.630 -3.302
H 1.380 4.242 -2.986
O -0.151 -3.860 1.185
H 0.060 -2.914 1.075
H -1.114 -3.869 1.199
O 1.079 2.969 2.334
H 1.433 3.565 3.009
H 0.316 3.474 2.023

- SMILES = C/C=C(/C)N.O.O.O
- relative energy (zero: lowest compared OMol25 entry of this formula, charge and spin) (kJ/mol) = 78.1
- total charge = 0
- HOMO-LUMO gap (eV) = 8.64
- HOMO (Eh) = -0.2987

Record 8
Molecular formula: C5H12IN2
Method: DFT, ωB97M-V/def2-TZVPD

Element x y z (Å)
C -0.033 0.605 -0.234
C -1.901 -0.997 1.933
C 2.243 1.519 -0.476
C 1.775 -0.056 1.221
C -2.391 0.183 1.185
N 1.216 0.725 0.148
N -0.486 1.115 -1.348
I -3.763 0.200 -0.324
H -2.548 -1.773 2.397
H -1.313 -0.741 2.743
H -1.307 -1.681 1.212
H 2.021 2.535 -0.855
H 3.099 1.760 0.196
H 2.506 1.097 -1.429
H 1.278 -1.035 1.239
H 2.826 -0.287 1.121
H 1.797 0.635 2.110
H -2.311 1.181 1.549
H -1.495 1.322 -1.410
H 0.086 1.795 -1.875

- relative energy (zero: lowest compared OMol25 entry of this formula, charge and spin) (kJ/mol) = 0.0
- total charge = +1
- spin multiplicity = 3
- HOMO-LUMO gap (spin up / spin down) (eV) = 7.91 / 6.25
- HOMO (spin up / spin down) (Eh) = -0.4124 / -0.4798
- expectation value of S² = 2.0103

Record 9
Molecular formula: C4H10O2
Method: DFT, ωB97M-V/def2-TZVPD

Element x y z (Å)
C 1.075 -0.744 0.953
C 0.922 -0.266 -0.471
C 0.841 -1.238 -1.562
O -0.291 -0.461 -1.215
H 0.848 0.029 1.691
H 2.122 -1.048 1.076
H 0.440 -1.610 1.163
H 1.349 0.715 -0.678
H 1.286 -1.029 -2.529
H 0.740 -2.290 -1.299
C -1.559 1.671 0.550
O -1.624 0.301 0.866
H -0.893 2.180 1.258
H -1.171 1.858 -0.461
H -2.555 2.123 0.622
H -1.529 -0.188 0.035

- SMILES = C[C@H]1CO1.CO
- relative energy (zero: lowest compared OMol25 entry of this formula, charge and spin) (kJ/mol) = 214.7
- total charge = 0
- HOMO-LUMO gap (eV) = 10.84
- HOMO (Eh) = -0.3598

Record 10
Molecular formula: C5H6O
Method: DFT, ωB97M-V/def2-TZVPD

Element x y z (Å)
C 0.222 -0.895 -1.226
C 0.185 0.097 -0.107
C 1.374 0.895 0.208
O 2.396 0.871 -0.446
C -0.962 0.303 0.681
C -2.183 0.466 1.014
H -0.119 -1.883 -0.903
H -0.447 -0.569 -2.033
H 1.242 -0.970 -1.609
H -0.187 0.020 1.503
H 1.261 1.570 1.085
H -2.783 0.096 1.833

- relative energy (zero: lowest compared OMol25 entry of this formula, charge and spin) (kJ/mol) = 473.8
- total charge = 0
- HOMO-LUMO gap (spin up / spin down) (eV) = 7.50 / 7.83
- HOMO (spin up / spin down) (Eh) = -0.3049 / -0.3237

Record 11
Molecular formula: C3H5NO3
Method: DFT, ωB97M-V/def2-TZVPD

Element x y z (Å)
C -1.064 0.432 0.046
C -0.412 1.475 0.313
O 0.019 2.507 0.609
H -1.923 0.075 0.733
H -0.941 -0.164 -0.858
N 2.714 1.654 0.398
C 2.117 1.237 -0.534
O 1.864 0.524 -1.422
H 2.704 2.345 1.100
O -1.395 -3.164 -0.045
H -2.127 -2.847 -0.475
H -1.557 -4.074 0.135

- SMILES = C=C=O.N=C=O.O
- relative energy (zero: lowest compared OMol25 entry of this formula, charge and spin) (kJ/mol) = 286.1
- total charge = 0
- HOMO-LUMO gap (eV) = 10.07
- HOMO (Eh) = -0.3469

Record 12
Molecular formula: C26H47IN3O2
Method: DFT, ωB97M-V/def2-TZVPD

Element x y z (Å)
C 0.401 -5.955 1.381
C -0.069 -5.105 0.183
I 1.403 -4.967 -1.351
C -0.590 -3.709 0.616
C -2.085 -3.768 0.640
C -2.800 -3.910 1.823
C -4.179 -3.987 1.771
N -4.806 -3.918 0.594
C -4.150 -3.781 -0.569
C -2.773 -3.705 -0.574
H 0.349 -5.384 2.299
H -0.250 -6.811 1.513
H 1.409 -6.311 1.228
H -0.897 -5.638 -0.262
H -0.246 -3.460 1.615
H -0.274 -2.913 -0.049
H -2.273 -3.964 2.758
H -4.750 -4.104 2.672
H -5.815 -3.969 0.576
H -4.707 -3.738 -1.487
H -2.227 -3.591 -1.492
C 3.099 0.237 4.025
C 2.712 0.639 2.579
C 2.668 2.160 2.433
C 1.466 2.807 3.118
C 0.166 2.155 2.657
C 0.168 0.636 2.821
N 1.391 0.046 2.196
O 1.259 -0.002 0.912
C 0.066 0.268 4.313
C -1.069 0.051 2.152
C 3.792 0.080 1.659
H 4.166 0.033 4.094
H 2.884 1.016 4.755
H 2.589 -0.674 4.337
H 2.640 2.417 1.369
H 3.595 2.577 2.831
H 1.562 2.741 4.206
H 1.443 3.871 2.882
H -0.678 2.570 3.212
H -0.003 2.404 1.604
H 0.171 -0.810 4.455
H -0.911 0.560 4.696
H 0.804 0.763 4.937
H -1.150 0.337 1.103
H -1.962 0.417 2.658
H -1.075 -1.041 2.209
H 3.832 -1.010 1.717
H 4.759 0.472 1.969
H 3.640 0.363 0.619
C 0.619 2.659 -5.299
C 0.048 3.384 -4.053
C 1.138 3.575 -2.996
C 1.531 2.281 -2.281
C 0.299 1.582 -1.711
C -0.793 1.352 -2.752
N -1.099 2.622 -3.472
O -1.859 3.381 -2.756
C -0.361 0.243 -3.731
C -2.058 0.844 -2.070
C -0.445 4.748 -4.522
H 0.897 3.378 -6.067
H 1.513 2.075 -5.080
H -0.121 1.997 -5.748
H 0.787 4.292 -2.247
H 2.014 4.022 -3.470
H 2.068 1.613 -2.961
H 2.227 2.508 -1.471
H 0.582 0.624 -1.272
H -0.104 2.188 -0.893
H -1.084 0.140 -4.542
H -0.312 -0.711 -3.203
H 0.620 0.404 -4.169
H -2.397 1.513 -1.279
H -1.856 -0.129 -1.620
H -2.871 0.729 -2.789
H -1.244 4.643 -5.257
H 0.381 5.282 -4.989
H -0.812 5.361 -3.701

- total charge = +1
- spin multiplicity = 3
- HOMO-LUMO gap (spin up / spin down) (eV) = 5.54 / 6.57
- HOMO (spin up / spin down) (Eh) = -0.3628 / -0.4005
- expectation value of S² = 2.0083

> Which value of total charge does entry 11 give?

0